[1]
{
  "formula": "C4H7N",
  "method": "wB97M-V/def2-TZVPD",
  "symbols": ["C", "N", "C", "C", "C", "H", "H", "H", "H", "H", "H", "H"],
  "positions_angstrom": [[-1.61811, -0.70298, 0.93768], [-0.56865, -1.14172, 0.37815], [0.17691, -0.24658, -0.43793], [1.18006, -0.75967, -1.18181], [0.36131, 1.20378, 0.07366], [-2.55391, -1.20670, 1.17622], [-1.70242, 0.38395, 1.09471], [1.16555, -1.84689, -1.26263], [2.14695, -0.29457, -1.20737], [-0.46158, 1.90316, -0.00585], [1.08690, 1.57433, -0.64061], [0.78700, 1.13389, 1.07578]],
  "e_above_lowest_kcal_mol": 57.2,
  "e_lumo_ev": 0.35,
  "smiles": "C=NC(=C)C",
  "largest_force_ev_per_a": 3.60,
  "e_homo_ev": -9.09
}

[2]
{
  "formula": "C4H7N",
  "method": "wB97M-V/def2-TZVPD",
  "symbols": ["C", "C", "C", "C", "N", "H", "H", "H", "H", "H", "H", "H"],
  "positions_angstrom": [[-0.92543, -0.74365, 0.77826], [-0.02024, -0.04013, -0.21596], [1.26579, 0.54555, 0.33635], [-0.28701, -0.06419, -1.60677], [-0.57551, 0.03057, -2.75523], [-1.28606, -0.03555, 1.53422], [-1.78535, -1.20736, 0.29139], [-0.39362, -1.53832, 1.32909], [-0.80099, 0.96734, -1.17808], [1.04556, 1.34220, 1.05731], [1.86037, -0.20707, 0.88179], [1.90250, 0.95060, -0.45237]],
  "e_above_lowest_kcal_mol": 84.9,
  "e_lumo_ev": 0.53,
  "largest_force_ev_per_a": 2.68,
  "e_homo_ev": -8.18
}

[3]
{
  "formula": "C4H7N",
  "method": "wB97M-V/def2-TZVPD",
  "symbols": ["C", "C", "C", "C", "N", "H", "H", "H", "H", "H", "H", "H"],
  "positions_angstrom": [[-0.54242, -1.61432, 0.02473], [0.49011, -0.35105, -0.56831], [-0.36230, 0.69160, -1.09067], [0.38443, 1.00349, -0.02437], [0.46698, 1.67083, 1.16804], [-0.43700, -1.61320, 1.10892], [-1.59790, -1.51470, -0.22276], [-0.18233, -2.55732, -0.38082], [1.36810, -0.79767, -1.02444], [-1.12386, 0.92294, -1.79893], [0.21428, 2.64815, 1.12626], [1.32190, 1.51127, 1.68234]],
  "e_above_lowest_kcal_mol": 70.6,
  "e_lumo_ev": 1.03,
  "smiles": "C[C@H]1C=C1N",
  "largest_force_ev_per_a": 4.73,
  "e_homo_ev": -7.71
}

What is the formula in the third record?
C4H7N